{
  "formula": "C33H94O14",
  "method": "ωB97M-V/def2-TZVPD",
  "symbols": ["O", "H", "H", "O", "H", "H", "O", "H", "H", "C", "C", "C", "O", "H", "H", "H", "H", "H", "H", "H", "H", "C", "C", "C", "O", "H", "H", "H", "H", "H", "H", "H", "H", "C", "C", "C", "O", "H", "H", "H", "H", "H", "H", "H", "H", "C", "C", "C", "O", "H", "H", "H", "H", "H", "H", "H", "H", "C", "C", "C", "O", "H", "H", "H", "H", "H", "H", "H", "H", "C", "C", "C", "O", "H", "H", "H", "H", "H", "H", "H", "H", "C", "C", "C", "O", "H", "H", "H", "H", "H", "H", "H", "H", "C", "C", "C", "O", "H", "H", "H", "H", "H", "H", "H", "H", "C", "C", "C", "O", "H", "H", "H", "H", "H", "H", "H", "H", "C", "C", "C", "O", "H", "H", "H", "H", "H", "H", "H", "H", "C", "C", "C", "O", "H", "H", "H", "H", "H", "H", "H", "H"],
  "positions_angstrom": [[-1.2614, -5.2701, -2.2249], [-0.7210, -6.0420, -2.0564], [-2.1590, -5.5694, -2.0801], [-3.7673, -0.7357, -5.1229], [-4.5214, -0.1959, -4.8860], [-3.2093, -0.7228, -4.3452], [-4.8877, 1.3377, -2.1377], [-4.7797, 0.5816, -1.5607], [-5.8019, 1.5976, -2.0242], [-7.8334, 2.4433, 4.7913], [-6.9868, 1.2616, 4.2953], [-5.9712, 1.7738, 3.2328], [-6.4451, 0.6139, 5.4115], [-7.5106, 3.0242, 5.6553], [-8.8651, 2.1717, 5.0146], [-7.9664, 3.2437, 4.0634], [-7.6468, 0.6110, 3.7216], [-5.3715, 2.4777, 3.8098], [-6.4318, 2.2628, 2.3744], [-5.3067, 0.9699, 2.9162], [-6.8775, 0.7326, 6.2603], [-0.7048, 5.2539, 4.0978], [0.0171, 6.5944, 4.3272], [-0.3371, 7.7433, 3.3277], [-0.5292, 7.0050, 5.5774], [-0.6714, 4.7070, 5.0401], [-0.1193, 4.7946, 3.3014], [-1.7481, 5.3989, 3.8174], [1.0882, 6.3938, 4.3017], [-0.0118, 8.7343, 3.6443], [-1.4190, 7.8031, 3.2094], [0.0427, 7.6299, 2.3123], [-0.8600, 7.9049, 5.5294], [1.6596, -0.9284, -1.7518], [0.2018, -0.9932, -1.1876], [-0.2414, 0.2642, -0.4657], [-0.5831, -1.1684, -2.3108], [1.9259, -1.9518, -2.0164], [2.3535, -0.7222, -0.9369], [1.8933, -0.1331, -2.4596], [0.0904, -1.8904, -0.5787], [-1.3250, 0.3505, -0.3857], [-0.2465, 1.0660, -1.2040], [0.3627, 0.6507, 0.3552], [-0.5383, -2.1229, -2.4031], [2.9540, 4.0065, -4.4024], [4.0276, 5.0376, -4.7067], [5.4485, 4.8355, -4.1752], [4.0123, 5.0664, -6.0737], [3.2266, 3.0741, -4.8969], [1.9633, 4.2441, -4.7898], [2.7709, 3.7747, -3.3532], [3.7537, 5.9921, -4.2573], [5.6265, 3.8310, -3.7912], [5.5740, 5.4794, -3.3048], [6.2577, 4.9385, -4.8982], [3.2293, 5.5189, -6.3957], [3.1516, 0.6286, 3.6210], [2.7751, -0.6523, 4.2849], [3.9237, -1.6891, 4.1930], [2.5611, -0.4455, 5.6748], [3.5122, 0.5136, 2.5989], [3.9727, 1.0556, 4.1968], [2.3316, 1.3440, 3.6832], [1.8122, -1.0370, 3.9488], [3.7482, -2.6795, 4.6129], [4.8033, -1.3417, 4.7349], [4.1876, -1.8843, 3.1536], [3.4093, -0.2655, 6.0867], [-0.3823, -7.3783, 2.2411], [0.9112, -6.7666, 1.7608], [2.0552, -6.9791, 2.7675], [1.3786, -7.1881, 0.4566], [-1.2300, -7.1092, 1.6111], [-0.6076, -6.9963, 3.2368], [-0.2989, -8.4594, 2.1300], [0.7414, -5.6899, 1.7628], [2.5561, -7.9401, 2.8847], [1.6346, -6.6148, 3.7048], [2.8796, -6.2680, 2.7148], [2.0209, -7.8983, 0.5247], [4.6710, -1.2720, -8.0337], [4.6599, 0.1992, -7.4134], [5.9063, 0.9918, -7.6964], [3.6412, 0.9589, -8.0403], [4.5166, -1.2294, -9.1119], [3.9067, -1.9203, -7.6051], [5.6002, -1.7481, -7.7204], [4.5067, 0.1736, -6.3345], [5.9802, 2.0524, -7.4558], [6.1969, 0.8772, -8.7407], [6.6784, 0.5441, -7.0707], [3.6907, 1.7694, -7.5282], [7.5657, -1.2845, -2.1676], [7.6023, -1.9845, -0.7822], [7.0246, -3.3406, -0.7631], [8.9572, -2.0776, -0.2949], [6.8775, -1.8274, -2.8154], [8.4988, -1.2179, -2.7270], [7.0712, -0.3191, -2.0597], [7.0312, -1.4253, -0.0411], [6.1390, -3.3287, -1.3985], [6.7054, -3.6425, 0.2344], [7.6313, -4.1065, -1.2460], [9.3854, -1.2209, -0.2292], [-3.2649, 5.4991, -0.5276], [-2.6483, 5.6840, -1.9002], [-1.3992, 6.6258, -1.9095], [-2.2499, 4.4585, -2.3913], [-4.2002, 4.9424, -0.5860], [-3.6806, 6.3986, -0.0734], [-2.5937, 4.9552, 0.1371], [-3.4537, 6.1726, -2.4485], [-0.9732, 6.7528, -2.9048], [-0.5018, 6.1688, -1.4923], [-1.6594, 7.5470, -1.3883], [-2.9354, 3.8453, -2.1163], [-6.1932, -4.6076, -1.1158], [-6.3509, -3.1408, -1.3674], [-7.2126, -2.4548, -0.3606], [-5.0752, -2.5217, -1.3041], [-7.1500, -5.0645, -0.8629], [-5.4987, -4.9234, -0.3373], [-5.7269, -5.1321, -1.9498], [-6.7378, -2.9214, -2.3625], [-8.2661, -2.7115, -0.4713], [-7.2946, -1.3707, -0.4376], [-6.7772, -2.7595, 0.5911], [-4.6134, -3.0350, -1.9710], [-1.6580, -4.1445, 5.7925], [-2.9356, -3.9014, 4.9094], [-2.6866, -3.4458, 3.4783], [-3.5303, -5.1765, 4.9381], [-0.9572, -4.9088, 5.4565], [-1.8871, -4.1729, 6.8578], [-1.2021, -3.1587, 5.7012], [-3.4728, -3.1284, 5.4589], [-3.5076, -2.8037, 3.1592], [-2.4954, -4.2811, 2.8046], [-1.8621, -2.7347, 3.5299], [-4.4641, -5.1809, 4.7151]],
  "forces_ev_per_angstrom": [[0.01, 0.32, -0.07], [0.27, -0.20, 0.10], [-0.22, -0.05, 0.03], [-0.04, -0.24, -0.26], [-0.15, 0.20, 0.12], [0.24, 0.07, 0.23], [0.17, 0.23, -0.19], [0.10, -0.37, 0.17], [-0.24, 0.08, 0.00], [-1.09, 0.84, -0.42], [-1.42, 1.72, -0.56], [0.63, -0.50, 2.00], [1.66, -1.06, -0.40], [0.73, -0.55, 0.26], [-0.03, -0.42, 0.15], [0.18, -0.18, -0.53], [-0.27, -0.47, 0.33], [0.35, 0.33, -0.46], [-0.20, -0.15, 0.24], [-0.08, -0.02, -0.15], [-0.45, 0.46, -0.49], [0.94, 0.88, -0.69], [-2.12, 0.78, -0.61], [-0.07, -0.77, -0.37], [0.66, 0.20, 0.89], [0.18, -0.19, -0.24], [-0.44, -0.75, -0.04], [0.07, 0.02, -0.10], [0.19, 0.34, 0.65], [0.29, -0.13, 0.39], [-0.17, -0.12, 0.16], [0.24, -0.33, 0.03], [0.22, 0.05, -0.07], [0.17, -0.23, 2.28], [1.98, 1.06, 0.21], [-0.45, 1.10, -1.40], [-1.61, -0.64, -0.90], [0.07, 0.22, -0.83], [0.12, 0.06, 0.42], [-0.65, -0.39, -0.44], [0.26, 0.07, 0.52], [-0.16, -0.90, 1.23], [0.97, 0.26, -0.50], [-0.30, -0.53, 0.22], [-0.49, -0.14, -0.83], [-0.06, -1.00, 1.19], [-0.69, -0.03, 1.43], [-0.01, -1.15, 0.60], [1.00, 0.83, -2.69], [0.16, -0.11, 0.05], [0.14, 0.54, -0.23], [0.28, 0.08, 0.24], [-0.46, 0.34, -0.28], [-0.31, -0.31, 0.04], [0.35, 0.15, -0.21], [-0.35, 0.64, -0.19], [-0.05, -0.04, 0.04], [0.21, 0.72, -0.02], [0.90, -1.51, 1.02], [-0.32, -0.26, -0.76], [-0.66, 0.32, 0.43], [-0.25, -0.05, -0.08], [0.18, 0.12, -0.02], [-0.02, -0.01, -0.22], [0.16, -0.16, -0.33], [-0.68, 0.14, 0.19], [0.11, 0.41, -0.18], [0.24, 0.19, -0.11], [0.11, 0.07, 0.05], [-0.11, -0.43, -0.95], [1.91, -0.26, 0.15], [-0.19, 1.31, 1.00], [-1.14, 0.58, -0.04], [0.08, 0.24, -0.19], [0.05, -0.48, 0.11], [-0.12, -0.17, 0.71], [0.21, 0.17, -0.62], [-0.70, -0.38, -0.14], [-0.05, -0.72, 0.55], [0.06, 0.16, -0.98], [-0.08, 0.00, 0.37], [0.06, 1.43, 1.29], [-0.13, -0.50, -1.21], [1.90, -1.18, 0.23], [-1.03, -0.28, 0.35], [0.35, 0.04, 0.06], [-0.34, 0.37, 0.03], [0.25, 0.05, -0.50], [-0.21, -0.33, 0.18], [-0.90, 0.06, 0.14], [0.01, 0.00, -0.04], [0.56, -0.09, -0.17], [-0.52, 0.48, -0.34], [-1.17, -0.31, 0.22], [1.56, 1.16, -0.12], [-0.93, -1.19, -0.69], [-0.08, -0.50, 0.09], [0.01, -0.18, -0.11], [0.16, 0.05, 0.51], [0.46, 0.30, -0.09], [-0.11, 0.50, -0.16], [-0.35, 0.07, 0.21], [0.28, -0.16, -0.03], [0.44, 0.07, 0.30], [-0.28, 0.18, -0.11], [-0.44, -0.04, 0.58], [0.80, 1.89, 1.12], [-0.35, -0.91, -0.08], [-0.02, -0.89, -0.64], [0.06, -0.66, -0.40], [0.74, 0.45, 0.08], [0.03, 0.22, 0.20], [0.07, -0.03, -0.87], [-0.85, 0.59, -0.42], [-0.38, -0.30, 1.01], [0.32, 0.14, -0.31], [0.02, -0.54, -0.26], [-0.10, -1.35, -0.05], [0.03, 1.03, -0.23], [-0.61, 0.06, 0.51], [0.40, -0.01, -0.26], [-0.05, -0.18, -0.30], [-0.08, 0.87, 0.64], [-0.48, 0.05, -0.57], [-0.27, -0.43, -0.27], [0.05, -0.73, 0.30], [0.83, 0.10, -0.14], [-0.55, 0.34, 0.43], [0.86, 0.38, -0.06], [-0.45, 2.22, -0.93], [1.51, -1.34, 0.98], [0.18, 0.90, 0.81], [-1.01, -0.76, 0.13], [-0.33, -0.08, -0.01], [-0.26, -0.69, -0.15], [0.86, -0.01, 0.05], [-0.51, -0.07, -0.04], [-0.30, -0.44, -0.37], [0.04, 0.18, 0.03], [0.39, -0.19, -0.39], [-0.09, 0.28, -0.15]],
  "lowdin_charge": [-0.049, 0.029, 0.022, -0.054, 0.020, 0.020, -0.046, 0.022, 0.030, -0.076, -0.490, -0.050, -0.039, 0.079, 0.072, 0.070, 0.121, 0.078, 0.076, 0.070, 0.090, -0.058, -0.457, -0.059, -0.071, 0.079, 0.073, 0.075, 0.125, 0.072, 0.075, 0.070, 0.075, -0.046, -0.511, -0.051, -0.047, 0.072, 0.059, 0.080, 0.132, 0.074, 0.075, 0.078, 0.086, -0.056, -0.529, -0.039, -0.045, 0.073, 0.078, 0.075, 0.126, 0.068, 0.073, 0.080, 0.100, -0.067, -0.493, -0.057, -0.063, 0.080, 0.082, 0.082, 0.136, 0.073, 0.077, 0.070, 0.078, -0.060, -0.471, -0.068, -0.060, 0.073, 0.077, 0.084, 0.130, 0.081, 0.069, 0.072, 0.076, -0.029, -0.479, -0.080, -0.061, 0.077, 0.066, 0.067, 0.125, 0.077, 0.085, 0.074, 0.072, -0.042, -0.484, -0.076, -0.064, 0.063, 0.078, 0.069, 0.126, 0.076, 0.082, 0.091, 0.081, -0.071, -0.520, -0.043, -0.027, 0.072, 0.078, 0.085, 0.127, 0.069, 0.070, 0.073, 0.079, -0.062, -0.529, -0.061, -0.051, 0.085, 0.084, 0.077, 0.138, 0.084, 0.076, 0.090, 0.081, -0.046, -0.485, -0.048, -0.065, 0.070, 0.074, 0.063, 0.130, 0.071, 0.077, 0.070, 0.089],
  "e_above_lowest_kcal_mol": 110.1,
  "orbital_gap_ev": 9.88,
  "homo_energy_ev": -9.738,
  "total_energy_ev": -64405.076,
  "lumo_energy_ev": 0.14
}